Record 1
{"formula": "C24H20F2Li", "method": "ωB97M-V/def2-TZVPD", "homo_lumo_gap_ev": 3.72, "e_tot_ev": -30852.5116, "e_homo_ev": -2.23, "charge": -1, "symbols": ["H", "H", "C", "H", "H", "C", "H", "C", "H", "C", "H", "C", "C", "H", "C", "H", "C", "Li", "H", "H", "H", "H", "H", "C", "C", "C", "C", "C", "C", "C", "H", "H", "C", "C", "H", "H", "H", "C", "C", "F", "C", "C", "F", "C", "H", "C", "C"], "positions_angstrom": [[-2.69, 5.49, 2.92], [1.64, -0.92, -2.08], [4.21, 0.96, -2.43], [1.75, 2.47, 1.86], [4.65, 0.82, -3.42], [1.17, 2.56, -0.95], [-0.04, 0.63, -0.39], [0.51, 3.14, 0.16], [-0.74, 4.33, -1.17], [2.40, 1.82, -1.02], [1.75, -1.94, -4.41], [-0.57, 4.05, -0.12], [-2.64, 0.33, -2.48], [6.90, -0.12, -0.89], [0.02, 3.51, 2.50], [-0.20, -1.84, -5.91], [3.04, 1.69, -2.29], [1.13, 0.78, -4.38], [6.34, -0.57, -2.50], [5.83, -1.52, -1.08], [-2.40, -0.97, -5.07], [-2.17, 5.26, 0.64], [-2.62, 1.43, -0.53], [6.04, -0.51, -1.45], [0.85, -1.43, -4.08], [-1.51, -0.93, -4.46], [-1.32, 4.61, 0.87], [-0.72, 0.45, -1.20], [-1.61, -0.36, -3.20], [-1.07, 4.34, 2.23], [-3.67, 0.41, -2.84], [2.68, 2.31, -3.13], [4.83, 0.35, -1.33], [3.06, 1.24, 0.10], [-2.39, 4.01, 3.87], [2.69, 1.34, 1.11], [0.80, 2.91, -1.92], [-0.40, -0.25, -2.40], [0.84, 2.97, 1.54], [0.25, 3.20, 3.82], [-1.91, 4.84, 3.33], [-2.08, 0.84, -1.28], [4.83, -0.06, 0.99], [0.81, -0.84, -2.81], [-1.35, 5.43, 4.07], [-0.28, -1.38, -4.92], [4.23, 0.54, -0.09]]}


Record 2
{"formula": "C24H20F6IO3S2", "method": "ωB97M-V/def2-TZVPD", "homo_lumo_gap_ev": 4.44, "e_tot_ev": -77430.0690, "e_homo_ev": -2.32, "charge": -1, "symbols": ["C", "H", "S", "H", "H", "C", "C", "C", "O", "C", "H", "H", "H", "C", "F", "H", "H", "I", "C", "F", "C", "C", "F", "O", "H", "C", "C", "H", "H", "C", "H", "O", "C", "C", "C", "C", "H", "F", "C", "H", "C", "C", "H", "H", "C", "F", "H", "C", "C", "H", "H", "S", "C", "C", "F", "H"], "positions_angstrom": [[1.19, -4.68, -0.85], [4.06, -1.04, -1.91], [-1.25, 1.30, -0.02], [2.90, 1.90, 1.30], [1.65, 0.63, 1.54], [-5.10, 3.09, 1.74], [0.06, -3.32, 0.91], [4.43, -0.01, -1.93], [-2.28, -0.74, 3.25], [2.60, 0.88, 1.04], [-6.81, 0.73, 3.51], [-7.16, 2.92, 2.37], [0.68, -3.85, 1.63], [3.73, 0.98, -1.24], [-0.93, 0.10, -2.46], [-5.24, 4.05, 1.24], [0.91, -0.78, -0.12], [2.64, 3.74, -0.86], [-6.18, 2.46, 2.36], [1.04, -5.90, -0.25], [-1.57, 1.11, -1.79], [5.95, 1.70, -2.76], [-2.92, 1.01, -2.02], [1.58, 1.73, -1.03], [-0.72, -3.50, -2.36], [-1.42, -1.50, 0.31], [-0.71, -3.12, -1.34], [-2.09, -1.55, -1.75], [3.35, 0.16, 1.40], [-0.71, -2.22, 1.28], [-0.73, -1.94, 2.33], [-0.96, 1.29, 2.58], [-2.07, -0.15, 0.61], [-3.64, 1.29, 2.43], [-1.48, -2.02, -0.98], [-5.98, 1.24, 3.02], [-3.12, -0.12, 0.24], [-1.13, 2.28, -2.31], [5.22, 2.69, -2.10], [6.83, 1.97, -3.34], [1.86, -0.66, -0.68], [-3.82, 2.51, 1.79], [1.70, -0.91, -1.74], [6.09, -0.42, -3.26], [-4.72, 0.66, 3.07], [1.23, -4.91, -2.19], [2.56, -1.41, -0.25], [5.54, 0.36, -2.71], [4.08, 2.31, -1.40], [5.49, 3.73, -2.17], [-4.56, -0.29, 3.58], [-2.09, 0.39, 2.37], [0.13, -3.70, -0.42], [2.42, 0.75, -0.48], [2.44, -4.22, -0.48], [-2.97, 3.01, 1.31]]}


Record 3
{"formula": "C24H20FeNO3", "method": "ωB97M-V/def2-TZVPD", "homo_lumo_gap_ev": [6.08, 3.90], "e_tot_ev": -67219.9695, "multiplicity": 5, "e_homo_ev": [-9.17, -10.58], "relative_energy_kcal_mol": 0.0, "charge": 1, "symbols": ["N", "H", "C", "C", "C", "C", "C", "C", "C", "H", "C", "C", "C", "O", "O", "C", "C", "H", "H", "C", "C", "H", "C", "C", "O", "C", "C", "Fe", "H", "C", "H", "H", "H", "C", "H", "C", "H", "H", "H", "C", "C", "H", "H", "H", "C", "H", "H", "H", "H"], "positions_angstrom": [[0.03, 0.74, -2.00], [-1.28, -2.74, 0.30], [-0.11, -2.07, 6.46], [-0.38, -0.55, -1.40], [-1.36, -1.29, -2.29], [2.55, 0.61, -2.09], [3.71, 1.38, -2.38], [1.32, 1.28, -2.08], [-2.04, -2.06, 2.13], [4.70, 0.89, -2.42], [1.23, 2.64, -2.46], [0.40, -0.50, 1.16], [-1.17, -2.66, 3.03], [3.16, -1.62, 5.02], [-0.11, -2.25, 7.62], [-1.68, -1.79, 0.70], [-0.86, 4.15, -2.70], [-1.46, -0.86, -3.30], [-1.62, -3.40, 3.76], [-2.26, 4.09, -2.65], [-0.87, 1.74, -2.32], [1.92, -1.26, 2.40], [0.26, -2.64, 2.74], [-0.16, 2.95, -2.57], [0.97, -5.08, 5.35], [-0.81, -0.58, 0.22], [-2.95, 2.88, -2.46], [0.34, -2.32, 4.65], [4.51, 3.33, -2.78], [2.01, -1.78, 4.85], [0.71, -3.61, 2.54], [-0.97, -2.31, -2.45], [-2.32, -1.40, -1.84], [0.86, -1.47, 2.06], [0.96, 0.46, 1.09], [-2.24, 1.68, -2.29], [-1.39, 0.33, 0.21], [0.55, -1.07, -1.33], [2.58, -0.46, -1.94], [2.38, 3.42, -2.63], [0.65, -4.01, 5.03], [2.27, 4.49, -2.76], [-2.84, 5.02, -2.75], [-4.06, 2.86, -2.42], [3.61, 2.75, -2.61], [-2.72, 0.70, -2.16], [-3.13, -2.09, 2.31], [-2.64, -1.57, 0.24], [-0.29, 5.08, -2.76]]}


Record 4
{"formula": "C24H20N4O5S", "method": "ωB97M-V/def2-TZVPD", "homo_lumo_gap_ev": 8.94, "e_tot_ev": -52246.3694, "smiles": "NS(=O)(=O)c1ccc(NC(=O)COC(=O)c2cn(-c3ccccc3)nc2-c2ccccc2)cc1", "e_homo_ev": -8.76, "relative_energy_kcal_mol": 0.0, "charge": 0, "symbols": ["N", "H", "C", "C", "C", "S", "C", "C", "H", "C", "C", "H", "H", "O", "H", "C", "H", "H", "H", "C", "C", "O", "H", "O", "H", "H", "C", "C", "C", "C", "C", "C", "H", "C", "C", "H", "H", "C", "H", "C", "N", "N", "H", "N", "C", "C", "H", "H", "O", "C", "C", "H", "O", "H"], "positions_angstrom": [[-3.68, 1.09, -0.06], [-1.12, -5.32, 2.46], [0.57, -2.15, -2.37], [4.41, -1.03, -0.28], [-5.76, 1.64, 1.01], [7.09, 1.67, 1.03], [-2.67, 1.17, -0.94], [-6.80, 2.51, 1.25], [-7.60, 2.22, 1.92], [-4.72, 2.00, 0.16], [-1.91, 0.02, -0.79], [6.26, -1.04, 0.81], [0.35, -3.21, -2.53], [-0.51, -1.65, -1.59], [2.85, 1.79, -1.36], [-1.41, -4.38, 2.02], [8.93, 1.07, -0.13], [1.69, -0.03, -1.91], [-2.54, 1.98, -1.64], [-2.15, -1.96, 0.87], [3.45, -0.22, -0.89], [6.82, 3.04, 1.37], [-5.80, 5.09, -0.68], [-0.09, 0.47, -2.23], [-5.72, 0.67, 1.48], [-7.64, 4.43, 0.82], [-5.79, 4.12, -0.21], [4.70, 1.74, -0.29], [-2.55, -0.70, 0.25], [5.65, 0.93, 0.31], [5.51, -0.44, 0.32], [1.92, -2.03, -1.64], [-3.94, 3.56, -1.11], [-2.74, -4.13, 1.72], [-0.82, -2.20, 1.19], [0.58, -3.59, 2.00], [-4.15, -2.72, 0.91], [-3.12, -2.93, 1.15], [8.43, 2.60, -0.54], [-4.74, 3.25, -0.45], [-3.61, -0.03, 0.66], [2.31, -0.73, -1.52], [4.84, 2.81, -0.26], [8.14, 1.67, -0.29], [3.60, 1.17, -0.89], [-0.45, -3.41, 1.76], [-3.49, -4.88, 1.94], [4.28, -2.10, -0.28], [7.64, 0.80, 2.03], [-6.82, 3.75, 0.64], [-0.75, -0.33, -1.60], [0.62, -1.62, -3.33], [2.53, -3.00, -1.26], [-0.08, -1.44, 1.01]]}


Record 5
{"formula": "C24H21AuBF4N4O2S", "method": "ωB97M-V/def2-TZVPD", "homo_lumo_gap_ev": [7.21, 6.26], "e_tot_ev": -61355.8081, "multiplicity": 3, "e_homo_ev": [-11.25, -11.77], "relative_energy_kcal_mol": 0.0, "charge": 1, "symbols": ["C", "O", "O", "H", "H", "B", "C", "N", "H", "F", "C", "H", "H", "H", "C", "H", "C", "H", "H", "H", "C", "C", "H", "N", "H", "H", "H", "C", "C", "N", "C", "C", "H", "C", "C", "C", "H", "C", "F", "H", "C", "C", "S", "H", "H", "C", "F", "F", "H", "C", "C", "C", "H", "C", "C", "C", "Au", "N"], "positions_angstrom": [[-10.42, -1.11, 10.34], [-6.48, -4.32, 18.10], [-10.90, -2.79, 18.50], [-15.87, -5.92, 19.45], [-8.92, -2.35, 11.24], [-6.88, -2.20, 14.87], [-12.97, -3.72, 17.80], [-10.29, -3.15, 13.40], [-9.80, -0.85, 9.48], [-5.59, -1.94, 15.21], [-13.42, -7.15, 21.48], [-10.09, -1.02, 14.87], [-4.93, -6.59, 21.69], [-4.77, -5.19, 17.22], [-11.67, -3.74, 18.47], [-13.15, -2.99, 17.03], [-11.68, -0.53, 10.45], [-13.51, -0.41, 11.58], [-10.48, -1.86, 16.33], [-7.31, -6.96, 22.57], [-12.07, -1.73, 12.47], [-10.32, -3.00, 14.72], [-12.02, 0.12, 9.67], [-9.04, -5.02, 18.93], [-9.12, -6.17, 21.25], [-11.35, -6.79, 21.31], [-4.51, -3.66, 18.12], [-5.16, -4.18, 17.46], [-14.86, -6.13, 19.83], [-10.17, -5.49, 19.38], [-6.65, -5.04, 19.25], [-13.74, -5.53, 19.26], [-4.59, -5.28, 19.66], [-12.30, -6.59, 20.87], [-8.12, -6.01, 20.91], [-10.77, -2.22, 12.39], [-14.89, -4.55, 17.70], [-14.68, -6.89, 20.96], [-7.64, -2.26, 16.26], [-12.70, -1.99, 13.31], [-5.80, -6.23, 21.16], [-12.52, -0.84, 11.52], [-10.32, -4.49, 15.58], [-13.27, -7.77, 22.36], [-15.54, -7.33, 21.45], [-13.92, -4.58, 18.17], [-7.57, -1.24, 14.19], [-7.07, -3.48, 14.36], [-9.85, -4.01, 13.09], [-7.95, -5.33, 19.69], [-11.34, -5.01, 19.17], [-12.46, -5.76, 19.76], [-5.36, -3.60, 16.58], [-5.58, -5.52, 19.99], [-7.07, -6.44, 21.65], [-9.93, -1.94, 11.33], [-8.52, -4.06, 17.05], [-10.45, -1.83, 15.32]]}


What did the fifth record say?
{"formula": "C24H21AuBF4N4O2S", "method": "ωB97M-V/def2-TZVPD", "homo_lumo_gap_ev": [7.21, 6.26], "e_tot_ev": -61355.8081, "multiplicity": 3, "e_homo_ev": [-11.25, -11.77], "relative_energy_kcal_mol": 0.0, "charge": 1, "symbols": ["C", "O", "O", "H", "H", "B", "C", "N", "H", "F", "C", "H", "H", "H", "C", "H", "C", "H", "H", "H", "C", "C", "H", "N", "H", "H", "H", "C", "C", "N", "C", "C", "H", "C", "C", "C", "H", "C", "F", "H", "C", "C", "S", "H", "H", "C", "F", "F", "H", "C", "C", "C", "H", "C", "C", "C", "Au", "N"], "positions_angstrom": [[-10.42, -1.11, 10.34], [-6.48, -4.32, 18.10], [-10.90, -2.79, 18.50], [-15.87, -5.92, 19.45], [-8.92, -2.35, 11.24], [-6.88, -2.20, 14.87], [-12.97, -3.72, 17.80], [-10.29, -3.15, 13.40], [-9.80, -0.85, 9.48], [-5.59, -1.94, 15.21], [-13.42, -7.15, 21.48], [-10.09, -1.02, 14.87], [-4.93, -6.59, 21.69], [-4.77, -5.19, 17.22], [-11.67, -3.74, 18.47], [-13.15, -2.99, 17.03], [-11.68, -0.53, 10.45], [-13.51, -0.41, 11.58], [-10.48, -1.86, 16.33], [-7.31, -6.96, 22.57], [-12.07, -1.73, 12.47], [-10.32, -3.00, 14.72], [-12.02, 0.12, 9.67], [-9.04, -5.02, 18.93], [-9.12, -6.17, 21.25], [-11.35, -6.79, 21.31], [-4.51, -3.66, 18.12], [-5.16, -4.18, 17.46], [-14.86, -6.13, 19.83], [-10.17, -5.49, 19.38], [-6.65, -5.04, 19.25], [-13.74, -5.53, 19.26], [-4.59, -5.28, 19.66], [-12.30, -6.59, 20.87], [-8.12, -6.01, 20.91], [-10.77, -2.22, 12.39], [-14.89, -4.55, 17.70], [-14.68, -6.89, 20.96], [-7.64, -2.26, 16.26], [-12.70, -1.99, 13.31], [-5.80, -6.23, 21.16], [-12.52, -0.84, 11.52], [-10.32, -4.49, 15.58], [-13.27, -7.77, 22.36], [-15.54, -7.33, 21.45], [-13.92, -4.58, 18.17], [-7.57, -1.24, 14.19], [-7.07, -3.48, 14.36], [-9.85, -4.01, 13.09], [-7.95, -5.33, 19.69], [-11.34, -5.01, 19.17], [-12.46, -5.76, 19.76], [-5.36, -3.60, 16.58], [-5.58, -5.52, 19.99], [-7.07, -6.44, 21.65], [-9.93, -1.94, 11.33], [-8.52, -4.06, 17.05], [-10.45, -1.83, 15.32]]}